[1]
Here is a 2-piece molecular cluster, C7H15NO2 overall in a non-equilibrium geometry from the OMol25 dataset. Energies are from the ωB97M-V functional and the def2-TZVPD basis.

Properties
ΔE to the lowest compared entry with this formula, charge and spin: 35.0 kcal/mol
SMILES string: C[C@H]1CC[C@H]1CN.O=CO

```
25
Properties=species:S:1:pos:R:3:mulliken_charge:R:1
O -3.925 -0.241 -0.650 -0.544
O -3.588 -0.042 1.563 -0.407
N -1.223 1.537 -0.074 -0.401
C -3.793 0.453 0.338 0.266
C 1.112 0.103 1.447 -0.682
C -0.152 0.760 -0.695 -0.950
C 1.946 -1.155 -1.747 -1.513
C 2.416 -0.233 0.690 -0.744
C 1.587 -1.113 -0.273 0.199
C 0.306 -0.373 0.209 0.198
H -0.541 0.340 -1.635 0.315
H 0.712 1.397 -0.961 0.348
H 3.225 -0.719 1.252 0.331
H 0.972 1.146 1.768 0.306
H 2.827 0.647 0.175 0.248
H 0.956 -0.553 2.314 0.261
H -0.945 1.868 0.848 0.210
H -1.439 2.359 -0.632 0.245
H 2.104 -0.146 -2.155 0.294
H -0.556 -1.024 0.421 0.277
H 2.876 -1.724 -1.898 0.430
H 1.155 -1.641 -2.337 0.330
H -4.157 1.492 0.408 0.329
H 1.556 -2.141 0.119 0.334
H -3.429 -0.996 1.503 0.320
```

=====

[2]
Here is an isolated molecule of C7H15NO2Si in a non-equilibrium geometry from the OMol25 dataset. Energies are from the ωB97M-V functional and the def2-TZVPD basis.

Properties
ΔE to the lowest compared entry with this formula, charge and spin: 0.0 kcal/mol
SMILES string: C[C@H]1NC(=O)[C@@H]1O[Si](C)(C)C

```
26
Properties=species:S:1:pos:R:3:mulliken_charge:R:1
Si 1.067 0.052 -0.733 0.742
O -0.316 0.511 0.030 -0.402
O 0.445 -2.537 1.023 -0.591
N -1.035 -1.447 2.562 -0.224
C -1.821 -0.232 2.026 0.078
C 1.216 1.673 -1.791 -1.300
C -3.326 -0.306 2.120 -1.273
C -0.426 -1.707 1.386 0.192
C 0.949 -1.526 -1.891 -1.280
C -1.117 -0.510 0.603 0.096
C 2.655 0.035 0.299 -1.203
H -0.695 -1.582 3.517 0.263
H 2.196 1.842 -1.450 0.316
H 1.431 -1.463 -2.809 0.517
H -1.726 -0.811 -0.176 0.324
H 3.407 -0.198 -0.437 0.356
H -0.038 -1.555 -2.331 0.345
H 2.890 1.024 0.624 0.379
H 0.628 2.425 -1.450 0.332
H -3.735 0.371 1.346 0.303
H 1.284 -2.463 -1.440 0.321
H 2.593 -0.509 1.229 0.342
H -1.377 0.701 2.488 0.321
H -3.700 -1.271 1.819 0.349
H 1.143 1.626 -2.834 0.384
H -3.756 -0.067 3.171 0.310
```

=====

[3]
Here is an isolated molecule of C7H15NO3S in a non-equilibrium geometry from the OMol25 dataset. Energies are from the ωB97M-V functional and the def2-TZVPD basis.

Properties
ΔE to the lowest compared entry with this formula, charge and spin: 54.7 kcal/mol
SMILES string: C=C(C)[C@H](N)[C@H](CC)S(=O)(=O)O

```
27
Properties=species:S:1:pos:R:3:mulliken_charge:R:1
S 2.353 -0.325 -0.087 1.255
O 2.461 -0.738 -1.486 -0.635
O 2.407 -1.581 0.943 -0.502
O 3.397 0.555 0.431 -0.679
N -0.126 -1.857 -1.126 -0.621
C -0.486 -0.554 -0.864 -0.195
C -2.704 0.393 -0.395 -1.241
C 0.641 0.211 0.410 -0.418
C -1.850 -0.545 -0.145 0.781
C -2.070 -1.647 0.854 -1.415
C 0.585 1.729 0.648 -0.788
C 0.752 2.602 -0.548 -1.413
H 1.436 1.938 1.195 0.568
H 0.769 -1.955 -1.399 0.329
H -1.328 -1.712 1.633 0.288
H 0.736 3.632 -0.146 0.366
H -0.318 -2.581 -0.463 0.232
H -0.034 2.434 -1.229 0.344
H -0.273 0.149 -1.573 0.724
H -0.348 1.950 1.112 0.396
H -3.597 0.265 0.073 0.386
H 0.488 -0.447 1.258 0.482
H 3.221 -1.686 1.354 0.318
H -3.128 -1.382 1.354 0.323
H -2.460 1.236 -1.076 0.223
H 1.613 2.451 -1.040 0.446
H -2.139 -2.536 0.312 0.444
```

=====

[4]
Here is an isolated molecule of C7H15NO3S in a non-equilibrium geometry from the OMol25 dataset. Energies are from the ωB97M-V functional and the def2-TZVPD basis.

Properties
ΔE to the lowest compared entry with this formula, charge and spin: 97.1 kcal/mol
SMILES string: CCCS(=O)(=O)N1O[C@H]1C(C)C

```
27
Properties=species:S:1:pos:R:3:mulliken_charge:R:1
S 1.030 0.454 -0.544 1.186
O 1.577 1.754 -0.608 -0.646
O 0.370 -0.062 -1.706 -0.671
O -0.240 -1.100 1.016 -0.456
N -0.014 0.268 0.821 -0.124
C -1.270 -0.315 0.478 -0.068
C 3.169 -0.713 -2.652 -0.880
C 2.354 -0.660 -0.186 -0.643
C -3.733 -0.501 0.891 -1.560
C 3.457 -0.464 -1.179 -0.605
C -2.458 1.674 1.368 -1.336
C -2.449 0.133 1.331 0.488
H 4.018 -0.136 -3.036 0.331
H -1.539 1.697 1.875 0.513
H 4.479 -0.791 -0.836 0.366
H -3.809 -1.516 0.580 0.406
H -3.443 1.854 1.840 0.324
H -4.214 0.099 -0.012 0.317
H -1.497 -0.690 -0.546 0.547
H -4.648 -0.314 1.540 0.358
H 3.046 -1.785 -2.793 0.299
H 2.611 -0.280 0.804 0.420
H 1.901 -1.679 -0.072 0.328
H 3.535 0.665 -1.181 0.327
H 2.216 -0.217 -2.862 0.245
H -2.150 -0.168 2.411 0.245
H -2.636 2.037 0.321 0.292
```

=====

[5]
Here is an isolated molecule of C7H15NO3SSi in a non-equilibrium geometry from the OMol25 dataset. Energies are from the ωB97M-V functional and the def2-TZVPD basis.

Properties
SMILES string: CO[Si](CCCSC#N)(OC)OC

```
28
Properties=species:S:1:pos:R:3:mulliken_charge:R:1
S -3.482 -0.288 1.313 -0.168
Si 0.873 0.251 -0.232 0.569
O 1.380 1.803 -0.045 -0.312
O 0.179 0.182 -1.765 -0.413
O 2.113 -0.834 -0.131 -0.369
N -3.509 -0.024 -1.539 -0.515
C -0.334 -0.221 1.152 -0.658
C -0.810 1.057 -2.135 -0.725
C 2.726 -0.992 1.088 -0.681
C -2.360 -1.692 1.501 -0.736
C 2.261 2.272 -1.018 -0.638
C -1.022 -1.532 0.787 -0.817
C -3.501 -0.107 -0.400 0.418
H -0.551 1.503 -3.093 0.241
H -0.801 1.864 -1.411 0.358
H 2.566 -0.076 1.666 0.323
H -1.094 0.571 1.088 0.422
H 3.181 1.713 -0.904 0.265
H 3.796 -1.191 1.004 0.238
H 0.110 -0.230 2.138 0.527
H -2.853 -2.590 1.170 0.430
H -1.782 0.580 -2.237 0.370
H 2.497 3.308 -0.846 0.243
H -1.185 -1.523 -0.303 0.372
H 1.896 2.141 -2.041 0.263
H 2.235 -1.827 1.595 0.206
H -0.331 -2.354 1.014 0.389
H -2.199 -1.766 2.582 0.398
```

=====

[6]
Here is a 2-piece molecular cluster, C7H15NO4 overall in a non-equilibrium geometry from the OMol25 dataset. Energies are from the ωB97M-V functional and the def2-TZVPD basis.

Properties
ΔE to the lowest compared entry with this formula, charge and spin: 14.4 kcal/mol
SMILES string: CCOC(=O)OC.CN(C)C=O

```
27
Properties=species:S:1:pos:R:3:mulliken_charge:R:1
O -0.068 -2.610 -0.939 -0.606
O -0.530 -2.354 1.248 -0.357
O 0.149 2.594 2.062 -0.561
O -1.928 -1.614 -0.105 -0.307
N 0.306 2.432 -0.226 0.162
C 1.094 2.521 -1.424 -0.980
C -2.563 -1.246 -1.328 -0.734
C 0.708 2.821 1.016 0.136
C 1.933 -1.586 1.592 -0.836
C -1.085 1.922 -0.546 -0.936
C -0.815 -2.242 -0.048 0.799
C 0.848 -2.691 1.651 -0.406
H 1.483 1.610 -1.879 0.325
H -1.751 2.159 0.284 0.325
H 1.890 -0.863 2.406 0.288
H -2.855 -2.164 -1.839 0.338
H 0.781 -3.121 2.650 0.372
H -3.440 -0.715 -0.959 0.231
H 1.100 -3.655 1.208 0.356
H 2.947 -1.980 1.519 0.327
H -1.353 2.207 -1.563 0.349
H -1.973 -0.782 -2.118 0.343
H 1.967 3.153 -1.265 0.334
H -0.840 0.882 -0.760 0.258
H 1.657 3.377 0.961 0.279
H 1.756 -1.007 0.686 0.193
H 0.581 2.951 -2.285 0.309
```

=====

E for every record listed, in sequence, given in eV: -13086.7648, -20965.0651, -25967.1748, -25965.3369, -33849.8125, -17181.1567.
Gap between HOMO and LUMO for every record listed, in sequence, given in eV: 10.27, 10.30, 9.27, 11.04, 10.17, 10.03.